This record from the OMol25 dataset describes a cluster of 8 separate species, C57H128N8O8 in total in a non-equilibrium geometry. The level of theory is ωB97M-V/def2-TZVPD.

```
201
Properties=species:S:1:pos:R:3:forces:R:3
C -2.647 -6.825 -6.717 -0.4 0.8 -1.0
C -2.064 -6.112 -8.025 -0.4 -1.0 -1.6
C -2.839 -4.778 -8.307 0.9 -0.4 -0.4
C -0.486 -5.891 -7.937 -2.8 1.3 2.3
C 0.165 -5.629 -9.216 1.4 -0.7 -0.2
C -0.076 -6.749 -10.164 0.5 0.4 -2.1
C -1.527 -6.994 -10.526 -1.4 -1.1 1.6
C -2.025 -5.909 -11.476 0.1 0.0 -0.1
C -1.689 -8.423 -11.146 0.3 0.6 -0.8
N -2.351 -6.997 -9.239 4.7 -0.6 1.5
O -3.633 -7.346 -9.421 -1.6 0.1 -0.6
H -2.408 -7.870 -6.517 0.9 0.1 -0.4
H -2.442 -6.220 -5.834 0.3 0.0 0.0
H -3.734 -6.880 -6.774 -0.1 0.4 -0.3
H -2.693 -4.355 -9.301 0.9 -0.4 -0.4
H -3.900 -4.997 -8.427 -0.2 0.4 1.3
H -2.443 -3.975 -7.685 -1.0 0.0 0.7
H -0.440 -4.913 -7.456 0.0 0.1 0.7
H -0.019 -6.549 -7.203 0.0 -0.6 -0.6
H -0.096 -4.620 -9.538 -0.2 -0.2 -0.5
H 1.244 -5.643 -9.068 0.2 0.5 0.1
H 0.540 -7.627 -9.965 -0.6 -0.3 0.8
H 0.418 -6.448 -11.088 -0.1 0.1 -0.6
H -3.111 -5.895 -11.569 -0.1 -0.2 -0.1
H -1.614 -6.107 -12.467 0.0 0.2 -0.1
H -1.741 -4.916 -11.128 0.2 0.0 -0.2
H -0.812 -8.665 -11.747 0.7 -0.1 0.6
H -2.379 -8.496 -11.987 -1.0 0.3 0.5
H -1.900 -9.184 -10.394 0.1 0.2 -0.1
H -3.900 -6.678 -10.057 -1.3 0.1 -0.3
C -5.781 3.374 13.925 -0.5 -1.6 0.2
C -5.146 4.351 12.951 1.5 -0.9 1.0
C -5.920 5.655 12.921 0.2 -0.9 -1.3
C -3.769 4.680 13.657 -1.3 1.7 -0.9
C -2.569 3.865 13.401 0.2 -1.1 -0.5
C -2.582 3.639 11.905 1.1 -0.3 -1.4
C -3.815 3.017 11.188 0.4 2.2 -1.1
C -3.605 3.233 9.624 0.1 -0.6 0.2
C -4.096 1.643 11.638 -0.1 -1.7 0.9
N -4.928 3.910 11.521 0.3 1.8 1.6
O -6.153 3.613 10.896 -0.1 -0.9 0.3
H -6.247 3.829 14.799 -0.1 0.5 -0.2
H -6.499 2.669 13.506 -0.3 0.3 -0.3
H -5.026 2.724 14.366 0.2 -0.1 -0.1
H -5.879 6.202 13.863 -0.4 -0.2 -0.1
H -5.441 6.206 12.112 -0.2 0.5 0.1
H -6.887 5.314 12.552 -0.5 0.8 0.5
H -3.589 5.624 13.142 0.6 0.6 0.6
H -3.965 4.833 14.718 -0.1 0.2 -0.1
H -1.651 4.386 13.672 -0.1 0.3 -0.1
H -2.497 2.957 14.000 -0.4 -0.4 -0.2
H -1.685 3.118 11.569 0.0 -0.7 0.1
H -2.397 4.591 11.409 -0.4 0.4 0.1
H -3.800 4.233 9.237 -0.3 0.3 0.7
H -4.240 2.586 9.019 -0.1 -0.3 0.2
H -2.582 3.076 9.281 0.2 -0.5 0.4
H -5.079 1.308 11.309 0.0 0.0 0.0
H -4.068 1.638 12.728 -0.4 0.1 0.1
H -3.370 0.854 11.444 0.2 0.2 -0.8
H -6.244 4.252 10.186 0.2 0.2 0.0
C 9.691 5.879 -9.700 -1.7 -0.7 1.4
C 8.140 5.679 -9.815 -1.3 -0.6 -2.1
C 7.737 5.541 -11.366 0.7 1.0 -0.3
C 7.691 4.366 -9.139 1.2 -0.9 -0.6
C 6.225 4.186 -9.048 -1.6 1.2 1.6
C 5.616 5.370 -8.215 0.5 -0.6 -1.3
C 5.939 6.791 -8.846 -1.7 -1.8 0.4
C 4.928 6.985 -10.012 0.9 1.3 -1.1
C 5.565 7.792 -7.727 0.4 0.5 -0.5
N 7.370 6.834 -9.236 0.8 -0.4 1.2
O 7.721 8.034 -9.908 -0.5 -0.3 -0.5
H 10.074 6.707 -10.296 0.1 -0.3 0.2
H 9.846 5.950 -8.624 0.2 1.2 0.2
H 10.204 4.920 -9.777 0.0 0.0 -1.3
H 8.159 4.771 -12.011 0.6 -0.7 0.8
H 6.686 5.500 -11.654 -0.2 0.2 0.8
H 8.136 6.428 -11.858 -0.2 0.4 0.1
H 8.047 3.517 -9.723 0.4 0.2 -0.6
H 8.209 4.153 -8.203 -0.3 0.6 0.5
H 5.683 4.100 -9.990 0.4 0.5 -0.4
H 5.893 3.265 -8.569 0.5 -0.2 0.4
H 5.895 5.339 -7.162 0.5 -0.1 0.0
H 4.554 5.128 -8.229 -0.3 0.9 0.0
H 5.308 7.809 -10.615 0.4 0.1 -0.2
H 3.944 7.408 -9.811 -0.2 -0.6 0.9
H 4.846 6.172 -10.734 -0.1 -0.3 0.4
H 6.334 7.869 -6.958 0.2 -0.1 -0.1
H 4.640 7.513 -7.221 0.0 -0.3 -0.2
H 5.373 8.783 -8.137 0.2 0.2 0.0
H 8.126 8.609 -9.255 0.1 -0.2 0.3
C -8.474 0.694 -3.533 0.0 1.8 0.2
C -8.848 1.395 -2.193 -0.6 -0.3 -0.6
C -10.344 1.170 -2.008 -1.0 0.1 0.1
C -8.103 0.587 -1.202 0.6 -0.2 1.1
C -8.040 1.152 0.196 -0.7 0.0 -0.7
C -7.478 2.587 0.085 -0.2 -1.2 1.9
C -8.196 3.518 -0.855 -0.6 1.0 -0.7
C -9.562 4.057 -0.311 -0.7 -1.7 -0.4
C -7.239 4.720 -1.054 0.2 0.0 0.3
N -8.397 2.813 -2.147 1.4 -2.1 1.0
O -9.012 3.565 -3.120 -0.4 0.9 -0.5
H -8.876 -0.315 -3.631 0.1 0.1 0.3
H -8.887 1.316 -4.327 0.3 -0.2 -0.4
H -7.385 0.700 -3.502 0.0 -0.2 -0.8
H -10.897 1.831 -2.676 -0.1 0.1 0.1
H -10.662 0.157 -2.253 0.4 -0.2 -0.4
H -10.748 1.239 -0.998 0.3 0.7 0.2
H -8.606 -0.379 -1.244 0.5 -0.3 0.3
H -7.051 0.516 -1.476 0.0 -0.4 -0.5
H -9.043 1.127 0.621 -0.1 0.3 0.2
H -7.468 0.410 0.753 0.4 0.6 0.5
H -6.407 2.551 -0.116 0.0 -0.1 -0.4
H -7.564 3.014 1.084 0.1 0.3 0.1
H -10.225 3.202 -0.175 0.3 -0.6 0.8
H -10.219 4.446 -1.089 0.8 1.2 -0.2
H -9.585 4.604 0.632 0.4 0.3 -0.3
H -6.238 4.474 -1.406 -0.3 -0.5 -1.1
H -6.859 5.104 -0.107 -1.0 0.3 0.6
H -7.717 5.531 -1.602 0.3 0.0 -0.1
H -8.239 3.883 -3.591 -0.2 0.3 -0.5
C -8.522 -8.040 6.942 -0.5 -0.6 0.5
C -7.019 -8.348 6.696 0.8 0.6 0.2
C -6.775 -9.815 6.196 -0.8 0.5 0.4
C -6.607 -7.389 5.558 0.2 0.6 -1.2
C -5.111 -7.285 5.198 -1.4 -0.8 1.9
C -4.414 -6.982 6.556 0.6 -1.0 -0.6
C -4.803 -7.897 7.781 1.0 2.3 1.3
C -4.111 -9.234 7.779 0.4 -0.8 -1.5
C -4.418 -7.069 9.055 0.7 0.1 0.8
N -6.229 -7.943 7.930 -1.3 1.6 -4.6
O -6.643 -8.560 9.035 -0.7 -2.2 2.2
H -8.700 -7.146 7.539 0.6 0.2 0.0
H -9.143 -7.902 6.057 0.6 0.0 -0.5
H -9.080 -8.809 7.478 0.4 -0.4 0.2
H -5.764 -10.134 5.940 0.0 0.6 0.1
H -7.117 -10.519 6.955 -0.3 -0.1 -0.1
H -7.372 -9.881 5.286 -0.2 -0.5 0.1
H -7.097 -7.728 4.646 -0.4 -0.1 0.0
H -6.968 -6.371 5.704 -0.3 0.0 0.5
H -4.907 -8.269 4.776 0.8 -0.1 0.2
H -4.930 -6.569 4.397 0.0 0.2 0.3
H -4.522 -5.946 6.878 -0.3 0.0 -0.3
H -3.355 -7.140 6.350 0.3 0.1 0.5
H -3.046 -9.263 8.007 -0.1 0.4 1.0
H -4.019 -9.533 6.735 -0.4 -0.3 -0.2
H -4.708 -9.994 8.283 0.4 0.1 0.3
H -5.065 -6.222 9.285 -0.4 0.1 -0.7
H -3.418 -6.636 9.088 0.3 -0.2 -0.6
H -4.470 -7.618 9.995 0.0 -0.7 -0.2
H -6.875 -7.881 9.672 -0.1 0.2 0.0
C 8.745 5.151 2.928 0.5 -0.9 0.5
O 10.043 5.605 3.211 1.1 1.5 0.4
C 11.202 4.883 2.787 -1.9 0.5 -1.0
C 11.732 3.977 3.807 2.0 1.3 1.8
C 12.134 4.739 5.145 -2.8 0.4 -1.6
N 13.042 3.570 3.282 -0.5 -2.7 0.1
H 8.590 4.202 3.441 -0.1 -0.5 -0.3
H 8.566 5.038 1.859 -0.2 0.1 -0.1
H 8.028 5.806 3.421 0.2 0.4 -0.4
H 10.905 4.354 1.882 0.3 -0.4 -0.2
H 12.078 5.480 2.530 -0.6 1.2 -0.2
H 10.969 3.223 3.996 0.7 -0.7 0.1
H 12.898 5.463 4.862 0.4 -0.4 0.5
H 12.263 4.065 5.992 0.6 0.2 -0.2
H 11.253 5.355 5.326 -0.1 0.2 0.7
H 13.674 4.314 3.025 -0.4 0.4 0.1
H 13.427 3.140 4.110 0.9 -0.4 -0.4
C 0.373 3.759 1.158 -1.9 0.1 0.5
O 1.012 2.809 0.420 1.5 -2.5 -0.4
C 0.348 1.565 0.081 1.0 1.2 -0.7
C 1.364 0.576 -0.555 -0.5 1.1 0.2
C 2.069 1.159 -1.768 0.0 0.6 0.0
N 0.611 -0.576 -0.902 -0.9 -1.8 0.0
H 1.006 4.627 1.337 0.0 -0.1 -0.4
H 0.018 3.418 2.131 0.3 -0.3 0.4
H -0.557 3.968 0.629 -0.2 1.0 -0.1
H -0.245 1.022 0.817 0.4 0.4 1.1
H -0.413 1.797 -0.664 -0.1 0.1 -0.5
H 2.072 0.198 0.182 0.2 0.5 0.2
H 2.074 0.452 -2.598 0.2 -0.1 0.1
H 3.080 1.493 -1.534 0.0 -0.2 -0.1
H 1.536 2.049 -2.101 0.0 0.0 -0.1
H 0.072 -0.799 -0.078 -0.1 -0.7 0.2
H -0.106 -0.473 -1.606 0.2 0.5 -0.5
C 9.928 -3.101 -0.829 0.7 0.8 -0.8
O 11.165 -3.484 -1.459 -0.8 -1.6 0.3
C 12.292 -2.699 -1.228 -0.1 1.3 -0.3
C 12.246 -1.434 -2.138 0.1 -0.3 1.1
C 12.450 -1.715 -3.619 -0.3 -0.6 0.4
N 13.254 -0.525 -1.702 1.5 0.3 0.1
H 10.074 -2.510 0.075 0.3 0.0 0.1
H 9.277 -3.937 -0.575 0.5 -0.3 -0.2
H 9.409 -2.469 -1.550 -0.3 0.1 0.1
H 12.338 -2.469 -0.164 -0.1 0.7 0.2
H 13.238 -3.216 -1.389 -0.2 -0.6 -0.5
H 11.281 -0.960 -1.961 -0.6 -0.3 -0.3
H 13.507 -1.819 -3.864 0.1 0.4 0.1
H 11.965 -0.905 -4.165 0.2 -0.2 -0.4
H 12.037 -2.692 -3.870 -0.5 0.2 -0.2
H 13.406 -0.399 -0.712 -0.3 0.3 -0.3
H 13.381 0.294 -2.280 0.0 0.0 0.4
```
Positions in Å, forces in eV/Å.

Output
E_HOMO = -7.60 eV
SMILES = CC1(C)CCCC(C)(C)N1O.CC1(C)CCCC(C)(C)N1O.CC1(C)CCCC(C)(C)N1O.CC1(C)CCCC(C)(C)N1O.CC1(C)CCCC(C)(C)N1O.COC[C@H](C)N.COC[C@H](C)N.COC[C@H](C)N
molar mass = 1053.699 g mol⁻¹
E = -89470.636 eV
Kohn-Sham gap = 8.09 eV
LUMO level = 0.495 eV
relative energy (zero: lowest compared OMol25 entry of this formula, charge and spin) = 8.966 eV